No. 1
The following is a DFT calculation (ωB97M-V with the def2-TZVPD basis set) of 7 unconnected molecules or ions with the total composition C14H45BO8Si.

CARTESIAN COORDINATES (ANGSTROEM)
H -5.504 4.458 4.358
O -3.859 3.441 3.824
H 3.360 2.398 -1.049
H 1.093 -1.771 -5.850
H -0.123 5.397 0.564
H 0.870 -6.148 -2.253
C -0.467 -1.406 2.665
H 3.366 -1.582 0.843
H 0.951 -3.016 -4.608
H 1.941 0.493 -0.481
H 4.241 -3.026 0.371
C 0.190 5.624 -0.456
H 0.060 0.273 1.860
C 3.656 -2.192 -0.018
H -4.184 5.932 2.835
H -0.615 2.007 0.423
C 0.961 4.459 -1.041
O 0.210 3.242 -1.048
C -3.143 1.503 -0.076
O 4.590 -1.458 -0.830
O 6.073 0.393 -0.782
O 0.525 -0.513 2.186
H 1.517 -2.159 -0.439
H 1.873 -8.088 -0.233
C 2.418 -2.681 -0.761
H 0.806 6.524 -0.441
H -3.094 0.428 0.095
C -3.950 5.882 3.898
H 6.549 0.224 -1.600
C 1.134 -1.950 -4.775
H -0.560 3.393 -1.607
O -1.229 -1.385 -4.505
H -1.924 -0.926 1.175
H -4.192 1.786 -0.165
H 0.252 -0.062 -4.199
H -2.869 5.990 4.017
H -2.949 2.021 2.005
O 0.967 -5.804 -1.360
H 0.280 -8.704 0.240
H 2.139 -1.725 -4.415
H 0.401 -6.215 0.520
C 0.811 -8.081 -0.481
C -4.426 4.567 4.483
H -2.660 1.701 -1.036
H 0.687 -8.533 -1.468
H 2.541 -2.499 -1.832
H -4.215 4.529 5.558
H -0.801 -6.663 -0.688
O -1.104 1.815 1.237
Si 3.251 1.152 -0.254
H 2.286 -3.755 -0.640
H -1.425 -2.315 -4.358
H -2.204 -2.496 1.924
H -2.495 3.319 0.903
H -1.018 -0.947 3.494
H -4.427 6.724 4.401
H 0.067 -2.270 3.064
H -0.703 5.839 -1.049
H -2.902 3.482 3.923
H -0.903 -2.295 0.740
H 1.292 4.686 -2.059
C 0.092 -1.129 -4.039
B 4.803 -0.128 -0.648
H 3.305 1.553 1.176
C -1.430 -1.814 1.567
C -2.453 2.235 1.060
H 0.156 -1.312 -2.961
H 1.844 4.241 -0.442
C 0.271 -6.665 -0.465

Output
HOMO-LUMO gap   10.0 eV
E_tot   -1476.64735 Ha
Lowest unoccupied orbital energy   0.58 eV
SMILES   CCOB(O)[SiH3].CCO.CCO.CCO.CCO.CCO.CCO
E_HOMO   -9.41 eV

No. 2
The following is a DFT calculation (ωB97M-V with the def2-TZVPD basis set) of 9 unconnected molecules or ions with the total composition C14H46N6O9 in a non-equilibrium geometry.

CARTESIAN COORDINATES (ANGSTROEM)
H 3.949 -1.674 -4.107
C -1.748 1.733 -3.047
H -2.516 4.170 0.386
H 2.087 -0.711 -2.724
H -1.049 -2.428 -1.769
H -2.305 1.803 -0.249
H 5.706 -0.437 2.794
O 2.843 -0.858 -0.930
H 0.333 0.634 1.518
H -0.901 -5.252 -2.583
H -5.548 -1.181 0.670
H -4.809 -0.717 -1.600
C -1.573 3.612 2.287
H 3.443 -2.745 -2.803
C -4.233 -0.261 -0.812
H -0.779 0.234 3.309
C 0.844 1.352 -0.236
C -4.465 -0.994 0.450
H 1.174 -3.557 -3.476
N -0.532 1.283 -3.268
H -0.869 3.393 0.324
O 0.429 0.689 4.527
H -1.152 2.733 2.702
O -2.257 1.981 0.704
C 3.735 -0.544 1.977
O 1.339 2.332 -1.074
H -2.484 3.761 2.824
H 3.463 0.322 -2.494
N 1.020 1.224 1.023
H -3.655 1.407 -3.458
H -0.289 0.500 -1.641
H 0.236 1.854 -2.922
H 0.965 -0.094 4.404
C -0.120 -2.460 -2.241
H -0.903 4.468 2.456
H 4.859 -1.803 -2.502
H 4.600 -1.379 3.723
O -2.862 -0.343 -1.152
H 2.267 1.465 5.097
H -4.628 0.704 -0.467
N -1.474 -1.528 0.751
C -1.035 -1.243 1.945
H 3.814 0.313 1.322
C -1.837 3.348 0.830
C 4.717 -0.481 3.155
O -0.032 -4.856 -2.317
H -1.517 0.765 1.719
H -3.974 -1.972 0.263
C 1.347 1.714 4.579
H 1.473 2.156 3.562
H -2.781 -0.019 -2.054
H 4.583 0.375 3.917
H -0.468 -3.658 -3.995
C 0.155 -3.689 -3.125
C 3.055 -0.654 -2.288
H 2.034 -0.441 -0.649
H 0.931 2.528 5.191
N 0.100 0.402 -0.660
H -0.350 -0.419 -0.186
H 1.904 -0.131 1.709
H -0.337 0.705 -4.090
C 3.916 -1.782 -2.985
H -4.060 -0.540 1.366
H 0.626 -2.404 -1.341
H -1.384 -2.500 0.433
O -0.387 -2.196 2.793
O -1.863 2.818 -2.181
H -2.045 -0.999 0.179
N -2.713 1.043 -3.604
H -2.560 0.599 -4.504
N -1.063 0.013 2.323
H 3.935 -1.419 1.311
O 2.424 -0.675 2.340
H 1.261 2.116 1.438
H -0.008 -1.504 -2.769

Output
HOMO-LUMO gap   8.2 eV
E_tot   -1566.58231 Ha
Lowest unoccupied orbital energy   -0.41 eV
SMILES   NC(N)=O.NC(N)=O.NC(N)=O.CCO.CCO.CCO.CCO.CCO.CO
E_HOMO   -8.62 eV
Energy relative to the best compared isomer or geometry (same formula, charge and spin)   51.4 kcal per mole

No. 3
The following is a DFT calculation (ωB97M-V with the def2-TZVPD basis set) of 10 unconnected molecules or ions with the total composition C14H48N8O10 in a non-equilibrium geometry.

CARTESIAN COORDINATES (ANGSTROEM)
N 0.902 -1.640 3.189
H 0.628 -4.284 1.586
C 3.928 -1.792 -0.122
H -0.655 6.030 1.489
H -2.108 4.901 0.251
C -0.307 -1.111 -4.465
O -0.722 0.061 0.314
O -1.532 -1.502 -4.029
C 0.315 -2.605 2.575
O -1.058 -2.688 2.434
H -1.805 -2.792 -0.398
H 5.590 -1.274 -1.026
C -1.222 -3.448 -1.055
C -0.869 1.531 3.197
H 1.946 -1.503 3.288
H 0.901 -1.591 -2.678
H -0.536 1.552 1.287
N -1.134 2.444 4.162
C -3.771 0.317 1.798
H 3.626 -1.724 1.971
H -1.829 -0.072 -1.127
N -0.548 2.148 2.112
H 4.241 2.236 1.661
C 3.481 1.838 0.999
H 3.976 2.705 -0.852
H 2.157 -3.403 2.073
O -0.387 5.111 1.258
H 0.953 0.186 -0.712
H -0.941 5.842 -0.480
C 0.598 -0.366 0.147
H -3.070 0.781 1.166
H 2.329 -2.095 0.899
H 0.040 -1.938 -5.110
C -2.864 0.608 -2.710
O -4.129 0.540 -3.288
H 1.584 -0.333 -3.506
H 3.210 0.857 1.451
O -3.854 1.218 2.886
H -2.832 -6.248 -0.623
H 1.355 -0.086 0.943
N 1.131 -3.515 2.130
H 3.017 1.325 -1.147
O 2.340 2.673 1.022
H -1.374 3.469 4.030
H 5.839 -1.221 0.681
H -0.592 2.824 -0.375
H -1.679 -1.079 -3.212
N -2.645 -0.214 -1.681
N -1.965 1.481 -3.053
H 0.027 0.013 -2.629
H -3.310 -0.670 2.112
H -4.685 0.186 1.305
N 3.345 -2.026 1.050
H 0.239 -0.815 3.347
C 0.596 -0.778 -3.259
C 3.779 1.752 -0.504
H 0.612 3.931 -0.980
H -1.086 -0.218 1.199
N 5.195 -1.474 -0.115
H -1.119 -2.968 -2.057
H -1.279 2.081 5.180
H -0.272 -3.517 -0.541
O -0.998 0.163 3.330
H 4.645 1.183 -0.562
H -1.042 1.730 -2.643
C -1.074 4.914 0.097
H -0.908 3.712 -1.693
O 3.239 -1.917 -1.318
H -3.344 -0.966 -1.500
H -0.442 -0.209 -5.105
H 0.630 -1.441 0.034
H -2.943 -4.506 -1.976
H -1.412 -5.153 -2.466
H -2.999 1.390 3.221
H -2.114 2.043 -3.923
C -1.958 -4.696 -1.537
C -0.469 3.763 -0.764
O -2.021 -5.695 -0.538
H -0.582 3.233 1.915
H 2.094 2.800 1.967

Output
HOMO-LUMO gap   8.3 eV
E_tot   -1752.51374 Ha
Lowest unoccupied orbital energy   -0.25 eV
SMILES   NC(N)=O.NC(N)=O.NC(N)=O.NC(N)=O.CCO.CCO.CCO.CCO.CO.CO
E_HOMO   -8.59 eV
Energy relative to the best compared isomer or geometry (same formula, charge and spin)   137.4 kcal per mole

No. 4
The following is a DFT calculation (ωB97M-V with the def2-TZVPD basis set) of a molecular structure, C14H4Cl5F7N3O9PdS2.

CARTESIAN COORDINATES (ANGSTROEM)
F 1.059 -3.186 -3.801
F -0.617 -2.301 -4.842
C 0.767 0.030 3.302
O 2.752 0.227 -0.223
C -4.849 0.670 -3.142
O -0.717 1.257 0.600
O 0.715 -0.945 2.425
C 0.495 -2.032 -4.153
C 2.021 0.523 3.715
O 1.643 -1.985 -0.127
F 3.445 -2.772 -2.364
F 1.336 -1.373 -4.950
S 0.066 -1.031 -2.662
O -2.200 -0.127 -0.217
C 3.758 -1.714 -1.617
C -0.376 0.578 3.915
Cl -1.929 -0.047 3.482
F 4.558 -2.120 -0.629
C -0.276 1.594 4.857
C -3.682 1.069 -2.629
O -7.221 0.678 -2.891
C -4.753 2.139 -0.752
Cl 3.422 -0.175 3.015
H -1.625 2.416 -1.694
O -4.730 2.739 0.302
N -5.934 1.721 -1.333
O -0.696 0.063 -3.202
S 2.252 -0.927 -0.898
H -2.461 3.043 -0.258
N 1.461 -0.503 -2.191
Cl 3.672 2.102 5.151
F -4.903 -0.060 -4.263
H -2.733 0.793 -3.073
H -6.771 1.946 -0.814
C -6.116 0.988 -2.503
Cl 1.099 3.334 6.407
C 2.121 1.525 4.668
Pd -0.410 -0.766 0.857
F 4.430 -0.848 -2.376
N -3.623 1.840 -1.485
O -0.590 -1.951 -1.782
C -2.338 2.178 -0.903
C 0.973 2.075 5.237
Cl -1.701 2.254 5.567
C -1.748 1.032 -0.114

Output
HOMO-LUMO gap (alpha / beta)   7.0 / 7.0 eV
E_tot   -5301.75248 Ha
Lowest unoccupied orbital energy (alpha / beta)   0.49 / 0.50 eV
Net charge   -1
E_HOMO (alpha / beta)   -6.50 / -6.50 eV
Energy relative to the best compared isomer or geometry (same formula, charge and spin)   17.9 kcal per mole

The lowest E_tot belongs to which entry? C14H4Cl5F7N3O9PdS2

What is the E_tot in the second record? -1566.58231 Ha